Entry from OMol25: a structure of composition C55H43ClN6P2Rb (ωB97M-V/def2-TZVPD).

Each line ends with the Mulliken charge.
Geometry (Å):
Rb (0.459, 0.954, 0.236)  1.36
C (1.001, -1.632, 4.398)  -0.72
C (0.486, -0.614, 3.580)  -0.64
N (1.236, 0.231, 2.912)  -0.22
C (2.580, 0.154, 3.019)  0.13
C (3.206, -0.842, 3.831)  1.76
C (2.359, -1.744, 4.512)  -0.92
C (4.606, -0.916, 3.926)  -1.13
C (5.368, -0.031, 3.197)  -0.83
C (4.789, 0.950, 2.400)  -0.61
C (3.394, 1.114, 2.293)  0.06
N (2.794, 2.020, 1.505)  -0.05
C (3.382, 3.167, 1.107)  0.07
C (4.353, 3.871, 1.834)  -0.65
C (4.964, 5.025, 1.347)  -0.69
C (4.622, 5.563, 0.130)  -1.05
C (3.568, 4.977, -0.595)  1.35
C (3.083, 5.534, -1.798)  -0.69
C (2.009, 4.974, -2.429)  -1.25
C (1.423, 3.835, -1.853)  -0.35
N (1.868, 3.258, -0.763)  0.54
C (2.927, 3.796, -0.117)  -0.73
H (0.332, -2.306, 4.919)  0.46
H (-0.591, -0.464, 3.502)  0.74
H (2.805, -2.519, 5.126)  0.36
H (5.063, -1.666, 4.560)  0.34
H (6.450, -0.097, 3.244)  0.37
H (5.427, 1.600, 1.818)  0.56
H (4.629, 3.502, 2.813)  0.59
H (5.737, 5.499, 1.942)  0.37
H (5.120, 6.445, -0.256)  0.35
H (3.564, 6.425, -2.188)  0.38
H (1.598, 5.396, -3.337)  0.43
H (0.545, 3.394, -2.317)  0.67
N (-0.694, -2.270, 0.833)  0.59
P (-1.835, -1.634, -0.316)  -0.27
C (-3.087, -2.998, -0.297)  0.56
C (-3.179, -3.948, 0.715)  -0.23
C (-4.216, -4.868, 0.722)  -0.67
C (-5.166, -4.863, -0.290)  -0.51
C (-5.062, -3.941, -1.321)  -0.55
C (-4.030, -3.016, -1.323)  -0.66
C (-2.897, -0.472, 0.625)  1.18
C (-3.482, 0.526, -0.155)  -0.35
C (-4.521, 1.297, 0.345)  -0.43
C (-4.950, 1.109, 1.647)  -0.60
C (-4.346, 0.144, 2.445)  -0.98
C (-3.340, -0.656, 1.932)  -0.37
P (1.013, -2.273, 0.465)  0.46
C (1.422, -4.035, 0.869)  0.33
C (2.595, -4.590, 0.353)  -0.53
C (2.920, -5.912, 0.606)  -0.62
C (2.089, -6.695, 1.396)  -0.49
C (0.941, -6.142, 1.940)  -0.69
C (0.614, -4.817, 1.683)  -0.29
C (1.068, -2.573, -1.354)  0.66
C (2.178, -2.089, -2.036)  -0.59
C (2.362, -2.369, -3.385)  -0.56
C (1.410, -3.102, -4.073)  -0.72
C (0.312, -3.617, -3.393)  -0.81
C (0.161, -3.384, -2.037)  -0.69
H (-0.816, -1.809, 1.732)  -0.29
H (-2.435, -3.969, 1.501)  0.13
H (-4.288, -5.590, 1.527)  0.42
H (-5.977, -5.580, -0.279)  0.36
H (-5.790, -3.942, -2.124)  0.41
H (-3.952, -2.287, -2.123)  0.35
H (-3.153, 0.660, -1.180)  0.17
H (-4.977, 2.059, -0.273)  0.38
H (-5.754, 1.716, 2.041)  0.38
H (-4.681, 0.002, 3.466)  0.40
H (-2.928, -1.449, 2.549)  0.40
H (3.248, -3.985, -0.263)  0.38
H (3.820, -6.338, 0.179)  0.40
H (2.338, -7.731, 1.587)  0.36
H (0.293, -6.747, 2.564)  0.41
H (-0.286, -4.390, 2.107)  0.22
H (2.911, -1.492, -1.502)  0.57
H (3.235, -1.990, -3.902)  0.42
H (1.526, -3.288, -5.133)  0.42
H (-0.421, -4.217, -3.919)  0.45
H (-0.644, -3.871, -1.500)  0.61
Cl (-6.488, 6.619, 0.436)  -0.32
C (-5.087, 5.566, 0.502)  0.36
C (-4.767, 4.901, 1.682)  -0.66
C (-3.658, 4.088, 1.743)  -0.46
C (-2.786, 3.895, 0.621)  0.24
C (-1.675, 3.073, 0.673)  -0.14
C (-3.173, 4.594, -0.571)  -0.38
C (-4.286, 5.401, -0.625)  -0.70
H (-5.404, 5.026, 2.551)  0.38
H (-3.422, 3.571, 2.667)  0.40
H (-0.999, 3.021, -0.169)  -0.71
H (-1.386, 2.583, 1.598)  0.29
H (-2.561, 4.468, -1.459)  0.29
H (-4.550, 5.913, -1.543)  0.37
N (-2.311, 0.129, -6.550)  -0.54
C (-1.436, 0.357, -5.841)  -0.17
C (-0.336, 0.625, -4.980)  0.28
C (0.857, 1.161, -5.474)  -0.57
C (1.897, 1.366, -4.590)  -0.91
C (1.720, 1.044, -3.253)  -0.44
N (0.582, 0.541, -2.769)  1.11
C (-0.413, 0.340, -3.613)  -0.18
H (0.948, 1.401, -6.524)  0.53
H (2.840, 1.774, -4.927)  0.52
H (2.513, 1.201, -2.532)  0.35
H (-1.324, -0.086, -3.202)  0.20

Frontier orbital gap ... 3.97 eV
Charge ... -1
Max |F| ... 0.91 eV/A
Relative energy (zero: lowest compared OMol25 entry of this formula, charge and spin) ... 22.4 kcal per mole
LUMO energy ... 1.583 eV